Entry a
# C2H2IN3

C2H2IN3 in the gas phase (wB97M-V/def2-TZVPD, the Open Molecules 2025 dataset).

Summary:
- LUMO (alpha / beta): -0.8 / -0.8 eV
- Total charge: 0

Geometry as XYZ:
```
8
Properties=species:S:1:pos:R:3:nbo_charge:R:1
C -0.699 -0.627 0.008 -0.327
C 0.571 0.077 -0.170 0.029
N 0.510 1.418 -0.723 -0.145
N -0.398 1.887 -0.025 0.090
N -0.302 0.223 1.065 -0.279
I 2.436 -1.060 -0.115 0.122
H -1.579 -0.228 -0.516 0.242
H -0.540 -1.688 0.477 0.267
```


Entry b
# C2H2IN3

2 unconnected molecules or ions with the total composition C2H2IN3 (wB97M-V/def2-TZVPD, the Open Molecules 2025 dataset).

Summary:
- LUMO (alpha / beta): -1.1 / -2.8 eV
- Total charge: 0

Geometry as XYZ:
```
8
Properties=species:S:1:pos:R:3:nbo_charge:R:1
C -0.278 0.380 0.211 0.167
C 0.943 -0.892 -0.875 0.456
N 0.789 -0.471 0.323 -0.544
N 0.212 -0.376 -1.825 -0.355
N -0.600 0.471 -1.129 -0.349
I 1.195 -1.026 3.681 -0.019
H -0.816 0.949 0.980 0.221
H -1.443 0.965 -1.367 0.422
```


The least stable of them is entry a.


Entry a
# C19H28N2O4S

C19H28N2O4S in the gas phase (wB97M-V/def2-TZVPD, the Open Molecules 2025 dataset).

Summary:
- LUMO: 0.6 eV
- SMILES: COCCC(=O)N1CCC(Oc2ccc(C(=O)NCCSC)cc2)CC1
- Total charge: 0

Geometry as XYZ:
```
54
Properties=species:S:1:pos:R:3:nbo_charge:R:1
C -6.770 1.661 1.299 -0.251
O -6.877 1.588 -0.103 -0.554
C -7.357 0.354 -0.593 -0.052
C -6.243 -0.589 -1.080 -0.522
C -5.292 -0.992 0.034 0.689
O -5.519 -1.973 0.720 -0.638
N -4.194 -0.224 0.245 -0.449
C -3.806 0.975 -0.457 -0.221
H -3.562 1.738 0.292 0.191
C -2.570 0.704 -1.317 -0.412
H -2.792 -0.056 -2.067 0.210
H -2.260 1.613 -1.832 0.220
C -1.427 0.195 -0.434 0.102
C -1.900 -1.033 0.354 -0.438
H -2.114 -1.835 -0.354 0.218
C -3.164 -0.700 1.145 -0.227
H -2.951 0.075 1.891 0.184
H -3.547 -1.589 1.650 0.257
H -1.118 -1.381 1.030 0.221
H -1.130 0.997 0.259 0.170
O -0.353 -0.124 -1.303 -0.493
C 0.902 -0.302 -0.820 0.320
C 1.848 -0.719 -1.761 -0.259
C 3.156 -0.929 -1.392 -0.132
C 3.569 -0.709 -0.078 -0.178
C 2.629 -0.295 0.856 -0.190
C 1.307 -0.098 0.497 -0.263
H 0.607 0.213 1.256 0.208
H 2.908 -0.155 1.891 0.211
C 4.993 -0.969 0.255 0.678
O 5.664 -1.793 -0.340 -0.639
N 5.491 -0.240 1.290 -0.611
H 4.959 0.547 1.626 0.392
C 6.894 -0.264 1.613 -0.245
C 7.616 1.012 1.179 -0.534
H 7.264 1.869 1.753 0.217
H 8.692 0.906 1.320 0.219
S 7.303 1.470 -0.559 0.173
C 8.057 0.062 -1.417 -0.753
H 9.072 -0.076 -1.056 0.208
H 7.454 -0.829 -1.259 0.248
H 8.068 0.319 -2.471 0.230
H 7.314 -1.134 1.103 0.238
H 7.023 -0.392 2.694 0.197
H 3.885 -1.266 -2.113 0.235
H 1.521 -0.876 -2.776 0.226
H -4.629 1.359 -1.055 0.238
H -6.723 -1.507 -1.422 0.244
H -5.714 -0.138 -1.918 0.211
H -8.006 0.592 -1.443 0.190
H -7.954 -0.155 0.171 0.180
H -6.337 2.634 1.522 0.192
H -7.757 1.588 1.771 0.171
H -6.129 0.872 1.704 0.175
```


Entry b
# C19H28N2O4S

C19H28N2O4S in the gas phase (wB97M-V/def2-TZVPD, the Open Molecules 2025 dataset).

Summary:
- LUMO: 0.6 eV
- SMILES: COc1ccc(S(=O)(=O)NC[C@H]2CCCN(C(=O)C3CCCC3)C2)cc1
- Total charge: 0

Geometry as XYZ:
```
54
Properties=species:S:1:pos:R:3:nbo_charge:R:1
C 1.054 -2.409 -3.183 -0.275
H 0.041 -2.040 -2.999 0.225
O 1.740 -2.645 -1.966 -0.500
C 1.885 -1.632 -1.092 0.419
C 1.574 -0.297 -1.361 -0.331
C 1.703 0.655 -0.365 -0.151
C 2.130 0.282 0.893 -0.390
C 2.497 -1.027 1.161 -0.164
C 2.384 -1.979 0.172 -0.291
H 2.650 -3.009 0.350 0.233
H 2.842 -1.276 2.152 0.248
S 2.067 1.473 2.215 2.305
O 2.736 2.682 1.837 -0.937
O 2.444 0.827 3.443 -0.945
N 0.421 1.870 2.252 -0.872
H 0.352 2.829 2.557 0.409
C -0.431 0.953 2.990 -0.224
H 0.116 0.551 3.853 0.217
C -0.834 -0.195 2.062 -0.244
C -1.495 -1.371 2.781 -0.393
C -2.168 -2.288 1.744 -0.413
C -1.568 -2.088 0.355 -0.222
N -1.812 -0.724 -0.088 -0.447
C -2.078 -0.500 -1.393 0.713
O -1.930 -1.386 -2.222 -0.671
C -2.611 0.881 -1.761 -0.313
H -3.288 1.207 -0.969 0.218
C -3.348 0.814 -3.110 -0.397
H -3.721 -0.190 -3.307 0.235
C -2.307 1.251 -4.133 -0.402
C -1.598 2.395 -3.418 -0.401
H -0.632 2.639 -3.859 0.210
C -1.464 1.899 -1.973 -0.405
H -1.520 2.725 -1.264 0.214
H -0.504 1.403 -1.839 0.206
H -2.222 3.290 -3.450 0.197
H -2.749 1.554 -5.080 0.211
H -1.613 0.430 -4.315 0.207
H -4.189 1.509 -3.108 0.200
C -1.750 0.295 0.940 -0.219
H -1.338 1.215 0.527 0.226
H -2.750 0.506 1.346 0.182
H -0.495 -2.313 0.362 0.190
H -2.041 -2.751 -0.373 0.239
H -3.236 -2.070 1.689 0.203
H -2.060 -3.333 2.032 0.220
H -0.738 -1.918 3.343 0.210
H -2.237 -1.005 3.493 0.202
H 0.087 -0.549 1.600 0.227
H -1.314 1.486 3.347 0.202
H 1.465 1.692 -0.542 0.239
H 1.228 -0.008 -2.340 0.230
H 1.602 -1.711 -3.822 0.170
H 1.001 -3.378 -3.675 0.201
```


Entry c
# C19H28N2O4S

C19H28N2O4S in the gas phase (wB97M-V/def2-TZVPD, the Open Molecules 2025 dataset).

Summary:
- LUMO: 0.4 eV
- SMILES: COc1ccc(C(=O)NC2CCCCCC2)cc1S(=O)(=O)N1CCCC1
- Total charge: 0

Geometry as XYZ:
```
54
Properties=species:S:1:pos:R:3:nbo_charge:R:1
C -0.350 -3.762 3.341 -0.255
H 0.122 -4.248 2.481 0.176
H 0.420 -3.345 3.996 0.185
O -1.275 -2.776 2.937 -0.499
C -0.826 -1.661 2.327 0.418
C -1.749 -0.635 2.108 -0.420
C -1.378 0.521 1.461 -0.123
C -0.083 0.688 0.974 -0.171
C 0.845 -0.319 1.216 -0.159
C 0.486 -1.473 1.889 -0.319
H 1.236 -2.227 2.072 0.225
H 1.876 -0.205 0.912 0.213
C 0.246 1.964 0.265 0.672
O -0.339 3.002 0.500 -0.616
N 1.220 1.857 -0.665 -0.624
H 1.640 0.963 -0.853 0.394
C 1.694 2.981 -1.439 -0.066
C 3.124 3.384 -1.043 -0.407
C 4.105 2.239 -0.780 -0.406
C 4.177 1.129 -1.839 -0.401
C 3.802 1.548 -3.261 -0.406
C 2.294 1.541 -3.515 -0.400
H 1.870 0.613 -3.124 0.187
C 1.538 2.739 -2.945 -0.397
H 1.865 3.645 -3.460 0.203
H 0.475 2.607 -3.160 0.214
H 2.124 1.534 -4.595 0.214
H 4.216 2.531 -3.487 0.199
H 4.259 0.836 -3.953 0.210
H 3.536 0.290 -1.554 0.177
H 5.199 0.742 -1.847 0.215
H 5.094 2.693 -0.679 0.211
H 3.869 1.786 0.186 0.202
H 3.516 4.035 -1.825 0.202
H 3.073 3.976 -0.127 0.220
H 1.028 3.811 -1.172 0.246
H -2.100 1.314 1.346 0.269
S -3.453 -0.744 2.706 2.330
O -3.974 0.589 2.702 -0.939
O -3.491 -1.490 3.926 -0.924
N -4.340 -1.592 1.577 -0.650
C -3.991 -2.981 1.379 -0.245
H -3.475 -3.336 2.268 0.244
H -4.916 -3.551 1.252 0.200
C -3.136 -3.038 0.095 -0.430
H -3.460 -3.857 -0.544 0.214
H -2.085 -3.194 0.334 0.208
C -3.347 -1.672 -0.584 -0.429
H -2.427 -1.087 -0.567 0.212
H -3.666 -1.775 -1.619 0.216
C -4.429 -0.988 0.267 -0.239
H -4.303 0.088 0.365 0.236
H -5.425 -1.194 -0.137 0.201
H -0.934 -4.495 3.895 0.210
```


The least stable of them is entry c.


Entry a
# C7H14O

A molecular structure, C7H14O (wB97M-V/def2-TZVPD, the Open Molecules 2025 dataset).

Summary:
- LUMO: -0.4 eV
- Total charge: 0

Geometry as XYZ:
```
22
Properties=species:S:1:pos:R:3:nbo_charge:R:1
C -1.822 1.517 0.707 -0.646
C -1.089 0.265 0.091 -0.246
C 0.389 0.140 0.008 -0.172
C 1.104 -1.105 0.360 -0.432
C 0.542 -1.714 1.587 -0.614
C 0.739 1.872 -1.618 -0.361
C 1.137 1.315 -0.410 -0.207
H -1.707 2.372 -0.018 0.236
H -1.223 1.855 1.669 0.225
H -2.880 1.400 0.989 0.236
H -0.313 -0.070 -1.026 0.368
H -1.547 -0.703 0.268 0.212
H 2.152 -0.981 0.264 0.207
H -0.515 -1.713 1.461 0.195
H 0.783 -1.111 2.463 0.195
H 0.830 -2.760 1.779 0.213
H 0.845 2.916 -1.949 0.211
H 0.367 1.153 -2.336 0.202
H 1.974 1.501 0.249 0.239
H 0.736 -1.961 -1.048 0.464
H -0.678 -1.890 -1.642 0.438
O 0.176 -2.298 -1.846 -0.962
```


Entry b
# C7H14O

2 unconnected molecules or ions with the total composition C7H14O (wB97M-V/def2-TZVPD, the Open Molecules 2025 dataset).

Summary:
- LUMO: 0.8 eV
- SMILES: C=C(C)/C(C)=C/C.O
- Total charge: 0

Geometry as XYZ:
```
22
Properties=species:S:1:pos:R:3:nbo_charge:R:1
C -0.854 1.796 1.298 -0.634
C 0.382 0.961 1.050 -0.007
C 1.546 1.480 1.445 -0.405
C -0.923 -0.800 0.089 -0.177
C 0.325 -0.392 0.426 -0.029
C 1.561 -1.089 -0.028 -0.650
C -1.279 -2.043 -0.645 -0.675
H -1.644 1.191 1.719 0.211
H -0.563 2.580 1.996 0.218
H -1.219 2.282 0.383 0.215
H 2.515 1.052 1.225 0.196
H 1.547 2.463 1.950 0.191
H -1.821 -0.341 0.462 0.201
H 2.020 -1.699 0.747 0.225
H 1.189 -1.858 -0.723 0.226
H 2.255 -0.378 -0.453 0.225
H -2.336 -2.123 -0.913 0.222
H -0.668 -2.376 -1.484 0.227
H -1.131 -2.921 0.017 0.220
H 0.100 1.168 -3.383 0.468
H -0.615 0.637 -2.130 0.476
O -0.386 0.411 -3.048 -0.944
```


Entry c
# C7H14O

C7H14O in the gas phase (wB97M-V/def2-TZVPD, the Open Molecules 2025 dataset).

Summary:
- LUMO: 1.0 eV
- SMILES: C=C(CC)CCCO
- Total charge: 0

Geometry as XYZ:
```
22
Properties=species:S:1:pos:R:3:nbo_charge:R:1
C -0.253 2.338 0.668 -0.063
O -0.124 2.174 -0.771 -0.741
C 0.395 1.084 1.153 -0.445
C -0.497 -0.205 1.341 -0.447
C -0.454 -1.140 0.165 0.067
C -1.528 -1.574 -0.537 -0.417
C 0.908 -1.701 -0.176 -0.463
C 1.297 -1.438 -1.600 -0.621
H 0.373 3.357 0.998 0.164
H -1.401 2.486 0.823 0.175
H -0.931 2.647 -1.152 0.465
H 1.235 0.927 0.373 0.235
H 1.034 1.309 2.020 0.211
H -0.025 -0.673 2.235 0.217
H -1.576 -0.024 1.751 0.214
H -1.353 -2.094 -1.350 0.186
H -2.440 -1.419 -0.120 0.191
H 1.725 -1.305 0.521 0.205
H 0.955 -2.825 -0.035 0.221
H 0.698 -0.536 -1.991 0.223
H 1.132 -2.284 -2.275 0.207
H 2.358 -1.145 -1.713 0.213
```


Entry d
# C7H14O

2 unconnected molecules or ions with the total composition C7H14O (wB97M-V/def2-TZVPD, the Open Molecules 2025 dataset).

Summary:
- LUMO: 0.8 eV
- SMILES: C=C(C)/C(C)=C/C.O
- Total charge: 0

Geometry as XYZ:
```
22
Properties=species:S:1:pos:R:3:nbo_charge:R:1
C -0.694 1.127 2.116 -0.649
C 0.396 0.926 1.118 -0.017
C 1.693 1.319 1.295 -0.389
C -1.176 -0.925 0.315 -0.167
C -0.051 -0.193 0.199 -0.023
C 1.032 -0.645 -0.789 -0.648
C -1.429 -2.327 -0.273 -0.636
H -0.650 0.622 3.065 0.223
H -0.840 2.118 2.405 0.215
H -1.678 0.922 1.641 0.208
H 2.361 1.096 0.531 0.191
H 2.155 2.054 2.118 0.209
H -1.977 -0.678 1.037 0.194
H 1.813 -1.110 -0.188 0.206
H 0.602 -1.367 -1.538 0.203
H 1.546 0.140 -1.357 0.244
H -0.928 -2.506 -1.132 0.204
H -1.074 -3.115 0.353 0.216
H -2.443 -2.499 -0.470 0.209
H -0.269 1.583 -2.928 0.481
H 0.109 0.234 -3.589 0.469
O 0.330 0.851 -2.979 -0.943
```


The least stable of them is entry a.